1.
Here is 8 unconnected molecules or ions with the total composition C46H71N7O3 in a non-equilibrium geometry from the OMol25 dataset. Energies are from ωB97M-V with the def2-TZVPD basis set.

```
127
Properties=species:S:1:pos:R:3:lowdin_charge:R:1
H 3.815 11.156 3.142 0.121
C -3.434 -0.683 1.918 -0.305
H -4.234 2.842 -3.129 0.117
H 3.377 1.945 -1.382 0.110
H 2.806 -7.356 2.893 0.062
N 2.845 4.898 3.384 0.142
H 3.351 -8.178 6.529 0.070
H -3.980 1.059 4.914 0.077
H -0.198 -1.784 1.689 0.098
N 1.332 -9.531 4.558 0.145
C -2.963 0.767 4.662 -0.088
C 2.409 11.256 1.604 -0.221
N 1.612 10.761 0.946 0.163
C 4.576 12.442 1.568 -0.262
H -4.988 1.487 1.342 0.120
H -2.247 1.285 5.291 0.070
H 2.760 -5.715 3.522 0.061
C -0.436 -0.620 4.149 -0.068
C 1.867 5.409 3.071 -0.247
C 2.686 -6.351 -1.966 -0.240
C -2.220 2.722 -3.851 -0.108
C -3.379 0.222 0.736 -0.093
H 1.493 4.358 -1.541 0.067
H -6.084 -1.945 -7.815 0.072
H 5.695 10.587 1.419 0.077
H -3.864 -0.140 -3.533 0.066
H -3.800 -1.247 4.619 0.094
C 1.588 -6.948 6.854 -0.258
C -3.929 -0.733 -6.698 -0.239
H 3.253 4.459 -1.383 0.079
C -2.097 -1.165 2.389 -0.095
H 0.429 -1.271 4.011 0.019
O -4.481 -1.024 2.414 0.127
H 1.903 8.316 0.337 0.057
C -3.137 -0.936 -3.402 -0.068
H -2.789 1.120 3.643 0.071
H 1.060 -4.305 0.392 0.118
C 2.699 2.521 -3.336 -0.182
C -3.276 -1.808 -7.449 -0.186
H -3.238 -1.559 -4.289 0.055
H 2.833 7.412 1.525 0.073
H 1.044 -6.204 -4.120 0.071
H 0.298 -8.616 7.377 0.119
C -4.251 1.287 0.578 0.001
H 1.011 6.006 0.552 0.091
H -0.234 -7.192 -3.401 0.078
H 3.618 -6.792 7.578 0.073
H 1.198 -6.300 7.640 0.109
H -1.225 2.624 -3.447 0.033
C 2.868 -6.305 2.610 -0.101
H -4.815 2.921 -0.660 0.118
C 2.518 2.460 -1.814 -0.253
H -1.049 -1.309 -3.318 0.109
C -4.142 2.078 -0.555 -0.015
H -2.242 3.628 -4.451 0.072
C -3.187 1.862 -1.562 -0.122
H -2.545 -1.007 5.800 0.108
H 1.631 8.597 2.051 0.046
C 0.971 -8.865 5.419 -0.242
C 0.774 6.755 1.311 -0.250
C 1.784 -5.962 1.596 -0.249
H 4.184 13.200 0.888 0.111
H -0.347 0.233 3.481 0.086
H 0.351 6.794 3.439 0.119
H 5.298 12.939 2.219 0.107
H 3.863 -6.120 2.201 0.080
N 0.632 3.641 -4.473 0.167
C -1.487 -1.190 0.015 -0.299
C 3.435 11.893 2.433 -0.183
C 0.672 -7.224 -4.009 -0.109
H -3.392 -1.557 -2.547 0.084
H 2.966 12.696 3.002 0.117
H 4.603 10.878 0.059 0.071
N 1.512 -2.885 3.148 0.175
C -2.410 -0.039 -0.236 -0.008
C 1.842 -4.505 1.127 -0.180
H -0.450 -0.241 5.169 0.074
H -1.469 0.053 -4.314 0.102
C 1.545 3.161 -3.972 -0.215
H 2.803 1.516 -3.743 0.118
C -3.225 2.850 -2.711 -0.175
H -0.167 5.313 2.633 0.116
C 0.521 -7.995 6.508 -0.188
C -1.187 -1.423 1.447 0.069
H -2.421 1.886 -4.513 0.052
C -2.848 -0.753 4.783 -0.231
C -4.104 -2.204 -8.676 -0.261
C 2.380 3.837 -1.175 -0.114
C -1.710 -0.446 -3.375 -0.227
C 2.116 -7.702 -1.965 -0.194
C -2.330 0.764 -1.390 -0.172
H -0.182 7.201 1.031 0.111
H 2.855 -8.386 -1.548 0.121
H 1.773 -6.317 5.982 0.100
C -1.770 -1.366 3.867 -0.288
H -3.146 -2.664 -6.784 0.118
H 2.611 -8.152 -4.016 0.112
H 3.595 3.086 -3.597 0.119
H 6.105 11.783 0.188 0.072
H 2.802 -4.290 0.657 0.109
C 1.723 -8.134 -3.382 -0.260
H 1.243 -7.709 -1.309 0.114
H -0.403 -7.507 6.198 0.117
C 1.657 -3.597 2.260 -0.202
C 0.620 6.067 2.672 -0.188
H -1.646 -2.425 4.085 0.139
O -1.011 -1.881 -0.854 0.117
N -4.440 0.109 -6.112 0.175
C 2.901 -7.569 7.315 -0.108
H 1.635 1.863 -1.579 0.108
H -3.101 3.841 -2.272 0.115
O -1.360 0.457 -2.314 -0.072
N 3.133 -5.295 -1.966 0.165
C -5.494 -2.715 -8.314 -0.110
H -6.037 -3.014 -9.210 0.072
H -5.433 -3.582 -7.652 0.077
H 0.804 -6.167 2.033 0.114
H 1.888 -6.612 0.727 0.078
H 2.751 -8.201 8.193 0.076
H -3.565 -2.978 -9.225 0.107
H -2.287 -1.463 -7.750 0.119
C 1.849 7.836 1.309 -0.132
C 5.283 11.357 0.764 -0.109
H -4.198 -1.345 -9.344 0.112
H 2.283 3.743 -0.093 0.066
H 1.339 -9.155 -3.340 0.108
H 0.400 -7.583 -5.001 0.072
```

Values from the calculation:
**Frontier orbital gap**: 8.52 eV
**F_max**: 1.260 eV/Å
**Total energy**: -65424.8871 eV
**Net charge**: 0
**SMILES**: CCOc1c(CC)ccc2c1C(=O)C=C([C@@H](C)CC)C2=O.CCCC#N.CCCC#N.CCCC#N.CCCC#N.CCCC#N.CCCC#N.CCCC#N

---

2.
Here is a molecular structure, C46H72BaMnN10O4 in a non-equilibrium geometry from the OMol25 dataset. Energies are from ωB97M-V with the def2-TZVPD basis set.

```
134
Properties=species:S:1:pos:R:3:mulliken_spin:R:1
H 5.505 3.821 1.192 0.000
H -6.588 1.469 5.102 0.000
C -5.606 -4.081 -0.012 0.000
H -4.150 -5.484 2.018 0.000
H -1.916 4.760 1.912 0.000
H 0.383 -4.508 -2.054 0.000
H 7.829 -2.622 -0.691 0.000
H 6.578 -3.553 0.110 0.000
C -0.217 3.507 -2.702 0.000
C -4.570 -3.117 -3.682 0.000
C -0.166 3.767 1.175 -0.001
C -3.362 1.915 0.006 -0.001
H -5.396 -4.801 -0.803 0.000
H 1.186 2.635 2.369 0.000
C 3.918 -0.828 3.171 0.000
C 5.357 1.278 3.482 0.000
H 3.060 -1.288 2.680 0.000
C 1.197 0.646 0.427 0.032
H -4.558 2.737 5.891 0.000
H 3.320 3.131 -0.811 0.000
H -2.271 -4.940 -3.661 0.000
H -0.615 5.861 1.479 0.000
H -1.149 -3.622 -3.460 0.000
H -5.069 0.837 0.988 0.000
C -2.136 -3.589 -5.346 0.000
C -4.336 -3.701 0.784 0.001
H 0.453 -5.136 0.487 0.000
H -0.492 5.536 -2.161 0.000
C -1.016 5.427 -4.283 0.000
H -5.279 -2.357 -3.354 0.000
C -0.869 -1.228 -0.574 0.031
H 4.401 -0.110 -0.248 0.000
H -1.110 6.512 -4.322 0.000
H -4.629 -3.115 1.655 -0.001
H 6.267 0.714 3.281 0.000
H 0.803 5.392 -3.321 0.000
H -0.554 5.033 -5.188 0.000
H -3.726 -0.531 -1.451 0.000
N 0.329 1.951 -4.702 0.000
C -3.545 -4.927 1.303 0.000
C 3.905 -1.167 4.585 0.001
H 4.698 5.034 0.162 0.000
H -2.048 5.122 -4.108 0.000
H 3.155 1.081 3.077 -0.001
H 5.576 2.276 3.101 0.000
C 0.069 2.665 -3.841 0.000
N -6.016 1.128 -2.597 0.000
H -4.028 3.293 2.945 0.002
H 4.198 0.760 1.734 0.000
C 0.013 -0.607 -1.580 -0.007
N 2.072 5.595 3.008 0.000
C 6.216 -1.309 -0.043 0.000
Ba 2.174 -0.329 -4.211 0.000
N 3.787 -2.118 -2.633 0.000
C 4.330 2.983 -0.430 0.001
H 4.119 -1.739 0.420 0.000
C 5.278 2.934 -1.589 0.000
C 0.584 3.536 2.487 0.002
O -1.506 -1.555 1.570 0.000
H -3.571 0.097 1.121 0.008
N -2.213 -3.373 -6.495 0.000
H -2.926 2.342 0.909 0.000
H -2.509 1.688 -0.634 0.000
C 4.870 1.959 -2.612 0.000
C -1.143 4.959 1.170 0.000
C -3.018 -5.879 0.244 0.000
C 6.759 -2.661 -0.488 0.000
N 4.632 1.189 -3.441 0.000
H -3.059 3.863 4.276 0.001
H 4.703 -1.393 2.669 0.000
C 1.167 0.336 -1.018 -0.003
C -3.697 3.040 3.952 0.000
H 2.541 -6.590 -1.242 0.000
C 4.604 4.050 0.623 0.000
N 3.913 -1.425 5.720 0.000
H -3.828 2.732 -0.545 0.000
C -3.173 -2.969 -3.095 0.001
H -5.197 0.694 4.441 0.000
H 6.433 -1.139 1.012 0.000
Mn -1.084 -1.031 3.785 4.913
H 2.060 -4.188 -2.010 0.000
H -3.233 -3.064 -2.011 -0.001
H -5.100 -1.079 -0.574 0.000
C 1.069 -4.368 0.018 0.001
H 5.373 1.274 4.572 0.000
C -4.563 -0.172 -0.851 0.000
H -4.479 -3.065 -4.767 0.000
C -5.761 1.626 4.410 0.000
H -1.587 5.249 0.217 0.000
H 6.352 -2.960 -1.454 0.000
H -0.098 3.385 3.324 0.000
C 1.283 -4.744 -1.485 0.000
C -0.182 5.004 -3.061 0.000
C 0.339 0.023 1.262 0.040
H 0.574 3.941 0.393 0.000
C -2.797 1.902 3.793 0.005
N -2.092 0.992 3.696 0.019
H -2.927 -1.918 -3.243 0.000
H 0.824 -6.879 -1.328 0.000
H -4.894 -4.145 -3.521 0.000
C 4.134 -1.708 -1.606 0.000
H -3.610 -3.190 0.151 0.000
H 6.244 2.617 -1.197 0.000
C -2.143 -3.871 -3.832 0.000
C -4.154 0.688 0.415 0.001
H 4.280 2.009 0.056 -0.001
N -2.613 -6.631 -0.558 0.000
C -0.657 -0.976 0.745 -0.076
H 5.466 3.909 -2.039 0.000
O 1.995 0.698 -1.858 0.001
H 6.740 -0.543 -0.615 0.000
O -0.056 -0.833 -2.787 0.004
H 1.776 -6.394 -2.753 0.000
H -5.418 3.737 4.774 0.000
H -1.657 -1.901 -0.880 -0.010
H -6.370 -4.574 0.588 0.000
C 1.432 4.681 2.781 0.000
H 3.767 4.210 1.303 0.000
H -1.137 3.155 -2.235 0.000
H 2.019 1.202 0.853 -0.002
H -6.039 -3.193 -0.473 0.000
C -5.378 0.526 -1.817 0.000
O 0.500 0.213 2.534 0.036
H -2.670 -4.618 1.875 0.000
C 4.681 -1.161 -0.313 0.001
H -0.715 2.877 0.868 0.002
H -6.181 1.736 3.410 0.000
C 2.292 -4.120 0.799 0.000
N 3.268 -3.862 1.374 0.000
C 1.617 -6.223 -1.689 0.000
C 4.111 0.628 2.813 0.000
H 0.478 -3.455 0.091 -0.002
C -4.875 2.795 4.850 0.001
H 0.668 3.300 -2.101 0.000
```

Values from the calculation:
**Frontier orbital gap (spin up / spin down)**: 6.26 / 6.29 eV
**F_max**: 3.944 eV/Å
**Total energy**: -103960.9741 eV
**2S+1**: 6
**Net charge**: +2

---

3.
Here is a molecular structure, C46H73BaN8O4S from the OMol25 dataset. Energies are from ωB97M-V with the def2-TZVPD basis set.

```
133
Properties=species:S:1:pos:R:3:lowdin_charge:R:1
H -0.728 -5.618 0.113 0.079
H 0.586 3.995 -0.222 0.053
H -1.542 -1.140 -3.427 0.037
C -1.613 0.614 -7.525 -0.090
H 2.640 2.692 4.191 0.081
C 3.174 0.588 4.417 -0.365
H 4.539 2.326 -1.409 0.078
H 3.135 -2.402 -3.289 0.079
C -4.075 0.664 -0.448 -0.071
H 0.501 1.481 -5.556 0.134
H 2.297 -4.106 3.888 0.098
H 0.435 -3.325 -6.335 0.077
H -2.477 1.212 -7.246 0.058
H -2.614 -0.120 0.883 0.106
H 0.089 4.573 4.325 0.082
H 4.755 -0.038 5.776 0.067
C 5.316 0.991 3.231 -0.070
C -1.920 2.812 3.521 -0.143
C -3.439 4.111 2.161 -0.096
H 2.379 2.043 5.819 0.068
C -1.188 1.779 -4.466 -0.809
H 0.395 2.921 -4.001 0.135
C 3.736 0.445 -0.709 -0.402
H 2.168 0.250 4.190 0.109
H -5.014 -1.641 -1.131 0.055
C 1.708 -3.238 3.604 -0.098
C -1.628 1.964 5.843 -0.057
H -1.420 -1.976 3.842 0.108
H -1.956 -0.210 -8.154 0.070
C 1.581 -1.082 2.487 -0.338
Ba 0.405 -0.331 -0.493 1.936
C 0.348 -3.192 3.936 -0.115
C -2.102 4.590 -3.005 -0.090
N -3.472 -2.485 -0.582 0.028
C -3.874 -4.758 0.239 -0.022
H 3.127 -0.267 6.410 0.076
C 3.737 -0.328 5.505 -0.063
C -0.962 -4.835 0.843 -0.044
C 6.111 1.195 2.123 -0.107
C -3.194 1.750 1.717 -0.131
H -2.043 -2.610 -2.580 0.060
C -0.521 0.225 2.685 -0.145
H -2.425 5.082 -2.086 0.072
H -1.966 0.969 5.556 0.069
H -1.084 4.618 5.646 0.074
C 3.995 0.568 3.132 -0.130
H 2.877 2.438 -0.784 0.076
C 3.045 2.020 4.950 -0.066
N 2.129 -0.127 1.692 -0.039
H 0.804 3.092 1.290 0.065
H -4.098 -0.597 2.776 0.070
H -0.940 1.235 -8.121 0.069
H -3.883 5.068 1.915 0.093
H 0.051 1.020 2.199 0.105
C 5.547 0.998 0.874 -0.071
H -2.981 4.180 -3.499 0.044
C -0.947 2.679 4.672 -0.372
C -1.740 -2.202 -3.537 -0.054
H -1.243 -4.731 -3.378 0.093
C -0.340 3.993 5.143 -0.087
H 5.711 1.197 4.220 0.100
H -4.016 -4.834 1.319 0.090
H 0.209 -4.795 -4.380 0.086
O 0.876 -1.246 -3.349 -0.041
C 1.483 -3.154 -6.105 -0.077
H 6.141 1.205 -0.008 0.099
H -2.498 2.533 6.182 0.082
N 1.673 -2.916 -4.686 -0.158
H -0.043 -0.516 -6.543 0.104
H -0.939 1.865 6.686 0.074
C -0.748 -4.299 -4.254 -0.051
C 0.652 -2.281 -3.976 -0.507
H -0.028 -4.540 1.319 0.058
H 3.184 1.723 -2.371 0.074
C -3.767 2.981 1.422 -0.041
C -2.276 1.688 2.770 -0.177
C 3.573 1.821 -1.353 -0.052
C -1.116 3.491 -2.661 -0.276
S -2.761 1.288 -4.118 0.660
H -4.460 3.062 0.597 0.102
H 3.755 -1.369 5.185 0.067
H 3.357 -2.284 2.643 0.120
H 4.694 -1.460 -1.171 0.089
H -0.124 2.040 4.340 0.114
H 4.200 -0.517 -2.593 0.057
C -3.537 0.466 0.966 -0.353
H -3.456 1.343 -1.039 0.057
H -0.118 -4.008 4.473 0.089
N -0.567 -2.880 -4.043 -0.125
H -2.267 4.917 3.756 0.099
C 4.244 0.555 0.714 -0.135
N -0.595 2.809 -3.844 0.003
H -4.081 -0.297 -0.979 0.036
H -5.098 1.046 -0.448 0.083
H -1.621 -5.273 1.590 0.068
H -3.369 -5.671 -0.073 0.076
H 4.012 2.419 5.263 0.071
H 3.235 -1.476 -4.796 0.090
C -0.914 0.092 -6.279 -0.285
O 0.152 1.977 -0.277 -0.721
H -4.773 -1.294 1.293 0.057
H 5.624 -0.050 -1.674 0.070
H -1.377 -4.500 -5.128 0.088
H 1.830 -2.296 -6.699 0.085
C -3.020 -3.566 -0.079 -0.296
C -4.521 -0.358 1.802 -0.052
H 2.755 -0.015 -0.671 -0.002
C 2.310 -2.219 2.915 -0.038
H 3.730 -3.184 -4.762 0.089
N -1.721 0.416 3.066 0.119
C 3.013 -2.462 -4.368 -0.068
C 3.433 0.272 1.854 -0.185
C 0.163 3.167 0.386 -0.342
C 4.615 -0.453 -1.583 -0.060
O 0.462 -2.710 0.051 -0.468
H 0.453 3.795 5.868 0.066
C -0.374 -2.077 3.575 -0.041
C -1.570 -3.622 0.200 -0.316
H -2.560 -2.311 -4.255 0.097
H -5.443 0.209 1.959 0.083
H -0.843 3.471 0.729 0.061
H -4.850 -4.698 -0.236 0.068
H -1.656 5.342 -3.658 0.068
O -4.858 -2.520 -0.783 -0.083
H 2.054 -4.032 -6.418 0.088
N -0.839 -2.612 -0.147 -0.231
H -0.243 3.874 -2.138 0.093
H -1.533 2.742 -1.991 0.077
H -1.579 -0.540 -5.702 0.060
N -0.442 1.159 -5.415 -0.012
H 7.136 1.534 2.224 0.087
C -2.526 4.023 3.198 -0.050
C 0.213 -1.016 2.878 -0.184
```

Values from the calculation:
**Frontier orbital gap**: 5.61 eV
**F_max**: 0.849 eV/Å
**Total energy**: -80529.1060 eV
**Net charge**: -1

---

- The lowest total energy belongs to which entry?
  C46H72BaMnN10O4

---

- What is the F_max in the second record?
  3.944 eV/Å

---

- Which value of total energy does entry 3 give?
  -80529.1060 eV

---

- What is the net charge in the third record?
  -1